Record 1
Density functional theory data (the ωB97M-V functional and the def2-TZVPD basis) for a cluster of 8 separate species, C35H65FN3O16 in total.

F_max (eV/Å): 0.76
Total charge: +1
E (eV): -77288.979

```
120
C35H65FN3O16 (the ωB97M-V functional and the def2-TZVPD basis)
N 3.360 2.708 0.095
C 2.453 1.623 0.070
C 1.247 1.752 -0.632
N 0.407 0.730 -0.624
F -0.736 0.866 -1.329
N 0.524 -0.405 -0.034
C 1.655 -0.561 0.635
C 2.688 0.405 0.723
C 3.914 0.011 1.498
C 5.220 0.198 0.710
C 5.353 -0.763 -0.450
O 5.336 -0.398 -1.584
O 5.561 -2.069 -0.115
H 2.928 3.545 0.472
H 3.704 2.927 -0.835
H 0.986 2.668 -1.167
H 1.747 -1.509 1.167
H 3.805 -1.043 1.760
H 3.978 0.556 2.446
H 6.063 0.091 1.399
H 5.278 1.196 0.277
H 4.746 -2.583 -0.080
O 4.967 -2.585 2.829
C 4.740 -2.602 4.012
O 3.953 -1.629 4.512
C 3.465 -1.646 5.862
C 4.449 -1.027 6.830
C 5.361 -3.619 4.932
H 3.182 -2.658 6.148
H 2.549 -1.059 5.820
H 5.378 -1.595 6.880
H 4.017 -0.995 7.831
H 4.692 -0.010 6.523
H 6.326 -3.233 5.262
H 5.532 -4.527 4.360
H 4.763 -3.857 5.807
O 0.953 4.790 -1.847
C 0.130 4.831 -2.744
O -0.149 5.971 -3.349
C -0.969 6.011 -4.549
C -2.448 6.030 -4.247
C -0.612 3.575 -3.103
H -0.692 5.186 -5.206
H -0.655 6.927 -5.043
H -2.770 5.128 -3.728
H -3.022 6.120 -5.168
H -2.681 6.878 -3.601
H -1.479 3.493 -2.447
H 0.075 2.753 -2.925
H -0.944 3.495 -4.134
O -3.597 4.215 -1.633
C -3.831 3.418 -0.762
O -5.093 2.997 -0.593
C -5.451 1.953 0.326
C -5.691 2.482 1.723
C -2.751 2.980 0.205
H -4.704 1.158 0.308
H -6.368 1.539 -0.087
H -4.787 2.912 2.154
H -6.029 1.675 2.374
H -6.456 3.256 1.704
H -2.724 3.711 1.014
H -1.803 3.031 -0.324
H -2.874 1.986 0.627
O 1.473 -2.959 2.676
C 0.478 -3.599 2.412
O 0.423 -4.880 2.755
C -0.778 -5.672 2.614
C -0.913 -6.277 1.238
C -0.638 -2.957 1.621
H -1.649 -5.080 2.895
H -0.663 -6.451 3.365
H -1.014 -5.511 0.467
H -1.787 -6.926 1.205
H -0.032 -6.875 1.004
H -0.395 -3.056 0.563
H -0.642 -1.902 1.882
H -1.634 -3.357 1.785
O 6.096 2.472 2.671
C 6.889 3.248 2.204
O 8.192 3.058 2.474
C 9.245 3.809 1.846
C 9.528 5.107 2.569
C 6.463 4.447 1.392
H 9.024 3.965 0.790
H 10.107 3.148 1.898
H 8.673 5.783 2.539
H 10.377 5.612 2.108
H 9.767 4.911 3.614
H 6.274 5.274 2.076
H 5.531 4.190 0.893
H 7.187 4.768 0.650
O -4.210 5.261 -6.991
C -5.195 4.611 -6.760
O -5.836 4.838 -5.596
C -7.091 4.235 -5.258
C -6.908 2.884 -4.600
C -5.676 3.517 -7.681
H -7.742 4.185 -6.131
H -7.545 4.937 -4.560
H -6.444 2.167 -5.278
H -7.875 2.485 -4.291
H -6.272 2.984 -3.720
H -5.169 2.592 -7.406
H -5.383 3.780 -8.694
H -6.748 3.346 -7.655
O -3.010 -8.791 0.976
C -3.885 -9.248 0.287
O -4.583 -8.404 -0.498
C -5.528 -8.860 -1.478
C -6.903 -9.081 -0.887
C -4.257 -10.709 0.338
H -5.152 -9.748 -1.985
H -5.554 -8.059 -2.214
H -6.899 -9.874 -0.139
H -7.607 -9.358 -1.672
H -7.258 -8.168 -0.409
H -4.995 -10.844 1.128
H -3.366 -11.272 0.602
H -4.663 -11.103 -0.589
```

Results of the Löwdin charge analysis, in e, for atoms 1 through 8: 0.13 -0.17 0.11 -0.09 0.11 0.19 0.02 -0.05



Record 2
Density functional theory data (the ωB97M-V functional and the def2-TZVPD basis) for a cluster of 8 separate species, C35H65FNO7 in total in a non-equilibrium geometry.

F_max (eV/Å): 5.10
Total charge: +1
E (eV): -55876.148

```
109
C35H65FNO7 (the ωB97M-V functional and the def2-TZVPD basis)
F 0.525 -0.391 1.669
C -0.488 0.606 1.356
C -1.532 0.817 2.595
C -2.962 0.360 2.048
C -3.120 -1.169 1.692
C -4.515 -1.589 1.120
C -5.614 -0.501 0.957
N -5.356 0.906 1.308
C -4.107 1.382 1.847
H -0.080 1.644 1.118
H -1.065 0.206 0.440
H -1.614 1.910 2.916
H -1.228 0.212 3.521
H -2.251 -1.903 1.852
H -4.661 -2.681 0.839
H -6.621 -0.835 0.552
H -6.099 1.606 1.158
H -3.912 2.479 2.103
C 3.536 -0.764 -0.702
C 4.916 -0.365 -0.233
C 4.989 1.086 -0.663
O 3.650 1.602 -0.617
C 2.741 0.502 -0.456
H 3.128 -1.631 -0.179
H 3.559 -0.989 -1.774
H 4.971 -0.434 0.858
H 5.717 -0.975 -0.655
H 5.347 1.178 -1.694
H 5.635 1.683 -0.016
H 2.354 0.534 0.567
H 1.903 0.612 -1.150
C 5.727 -3.046 4.189
C 7.108 -3.645 4.053
C 7.237 -3.803 2.551
O 6.459 -2.755 1.954
C 5.653 -2.146 2.972
H 5.572 -2.508 5.126
H 4.971 -3.835 4.117
H 7.858 -2.936 4.420
H 7.235 -4.585 4.593
H 6.823 -4.760 2.216
H 8.272 -3.733 2.210
H 6.073 -1.156 3.184
H 4.631 -2.020 2.604
C -9.390 2.439 -1.937
C -9.280 1.083 -2.597
C -7.803 0.777 -2.447
O -7.364 1.422 -1.240
C -8.397 2.319 -0.799
H -10.398 2.682 -1.598
H -9.066 3.218 -2.635
H -9.872 0.350 -2.038
H -9.614 1.071 -3.635
H -7.224 1.193 -3.278
H -7.601 -0.295 -2.384
H -8.865 1.880 0.090
H -7.957 3.280 -0.523
C -5.998 6.298 -2.961
C -5.982 6.094 -4.458
C -7.278 5.342 -4.688
O -8.196 5.778 -3.675
C -7.472 6.527 -2.689
H -5.370 7.124 -2.623
H -5.662 5.385 -2.457
H -6.018 7.063 -4.966
H -5.106 5.552 -4.819
H -7.138 4.262 -4.570
H -7.704 5.533 -5.675
H -7.737 7.583 -2.809
H -7.770 6.204 -1.689
C 3.427 1.236 -4.194
C 2.665 1.737 -5.400
C 3.419 1.084 -6.542
O 3.940 -0.155 -6.040
C 3.794 -0.173 -4.615
H 2.852 1.268 -3.267
H 4.335 1.833 -4.055
H 1.636 1.363 -5.370
H 2.630 2.825 -5.479
H 4.267 1.699 -6.862
H 2.783 0.891 -7.409
H 2.994 -0.881 -4.369
H 4.722 -0.521 -4.154
C 3.833 -5.051 -0.809
C 3.945 -6.409 -1.468
C 5.421 -6.715 -1.310
O 5.852 -6.070 -0.104
C 4.822 -5.174 0.333
H 2.823 -4.807 -0.474
H 4.161 -4.273 -1.506
H 3.350 -7.141 -0.911
H 3.615 -6.422 -2.508
H 6.004 -6.300 -2.139
H 5.623 -7.787 -1.246
H 4.351 -5.612 1.220
H 5.263 -4.214 0.611
C 2.256 -0.301 6.241
C 1.609 0.448 7.384
C 0.244 0.777 6.814
O -0.089 -0.276 5.897
C 1.085 -1.070 5.664
H 3.080 -0.947 6.549
H 2.638 0.410 5.500
H 1.502 -0.215 8.249
H 2.163 1.333 7.700
H 0.264 1.717 6.251
H -0.527 0.849 7.584
H 0.948 -2.028 6.177
H 1.194 -1.261 4.594
```

Results of the Löwdin charge analysis, in e, for atoms 1 through 8: -0.11 -0.14 -0.11 -0.11 0.07 0.03 0.04 0.07